No. 1
ORCA calculation (ωB97M-V/def2-TZVPD) on C35H38CoGeN3O2S5 as an isolated structure.

The spin multiplicity is 2. As for the HOMO-LUMO gap (spin up / spin down): 5.614 / 5.638 eV. Its charge is -1. The lowest unoccupied orbital energy (spin up / spin down) is 2.174 / 2.173 eV. The value obtained for the total energy is -7122.02746 a.u.

CARTESIAN COORDINATES (ANGSTROEM)
1 Co 1.66 1.82 -1.36
2 C -0.61 4.69 -2.61
3 C -1.77 4.11 -2.09
4 C -1.78 3.62 -0.80
5 C -0.63 3.70 -0.01
6 C 0.53 4.25 -0.53
7 C 0.54 4.76 -1.83
8 H -0.60 5.08 -3.62
9 H -2.66 4.06 -2.70
10 H -2.68 3.17 -0.39
11 H -0.65 3.34 1.01
12 H 1.40 4.38 0.11
13 H 1.43 5.21 -2.23
14 S 8.80 2.42 -1.02
15 C 7.15 2.45 -1.06
16 S 6.22 2.76 -2.49
17 C 4.62 2.64 -1.78
18 C 4.58 2.33 -0.46
19 S 3.15 2.16 0.47
20 S 6.15 2.13 0.31
21 S 3.23 2.95 -2.74
22 O 1.91 -0.33 -1.18
23 C 0.77 -0.41 -0.67
24 O 0.12 0.61 -0.30
25 C 0.12 -1.80 -0.56
26 C -1.19 -1.80 0.21
27 Ge -0.95 -1.52 2.16
28 C -0.46 -3.35 2.74
29 C -1.42 -4.22 3.26
30 C -1.13 -5.56 3.48
31 C 0.13 -6.06 3.18
32 C 1.10 -5.20 2.66
33 C 0.80 -3.87 2.44
34 C -2.73 -1.09 2.92
35 C -3.81 -0.77 2.10
36 C -5.05 -0.48 2.64
37 C -5.23 -0.50 4.02
38 C -4.16 -0.82 4.85
39 C -2.92 -1.10 4.30
40 C 0.34 -0.24 2.91
41 C 1.47 -0.66 3.60
42 C 2.34 0.27 4.15
43 C 2.08 1.63 4.03
44 C 0.95 2.05 3.35
45 C 0.08 1.12 2.80
46 H 0.85 -2.49 -0.13
47 H -0.04 -2.11 -1.60
48 H -1.69 -2.77 0.12
49 H -1.85 -1.03 -0.20
50 H -2.41 -3.84 3.49
51 H -1.89 -6.22 3.87
52 H 0.36 -7.10 3.35
53 H 2.08 -5.59 2.42
54 H 1.57 -3.22 2.03
55 H -3.68 -0.74 1.03
56 H -5.88 -0.22 1.99
57 H -6.20 -0.28 4.44
58 H -4.30 -0.83 5.92
59 H -2.09 -1.34 4.95
60 H 1.68 -1.71 3.72
61 H 3.23 -0.06 4.67
62 H 2.77 2.35 4.44
63 H 0.75 3.11 3.25
64 H -0.80 1.45 2.27
65 C -2.23 0.51 -2.88
66 N -1.26 -0.11 -3.75
67 C -1.76 -0.39 -5.09
68 C 0.07 0.32 -3.63
69 N 0.40 1.42 -3.04
70 N 0.99 -0.52 -4.18
71 C 0.79 -1.96 -4.18
72 C 2.39 -0.13 -4.22
73 H -3.09 -0.16 -2.78
74 H -2.60 1.48 -3.27
75 H -1.79 0.68 -1.90
76 H -2.25 0.49 -5.52
77 H -2.48 -1.21 -5.05
78 H -0.94 -0.68 -5.74
79 H -0.41 2.02 -2.87
80 H -0.22 -2.21 -3.88
81 H 1.49 -2.43 -3.48
82 H 0.98 -2.37 -5.17
83 H 2.46 0.94 -4.40
84 H 2.88 -0.67 -5.03
85 H 2.89 -0.35 -3.27

---

No. 2
ORCA calculation (ωB97M-V/def2-TZVPD) on a 2-piece molecular cluster, C4H4N2O3 overall in a non-equilibrium geometry.

The spin multiplicity is 3. As for the HOMO-LUMO gap (spin up / spin down): 6.591 / 7.009 eV. The lowest unoccupied orbital energy (spin up / spin down) is 0.328 / -2.234 eV. The value obtained for the total energy is -489.88265 a.u.

CARTESIAN COORDINATES (ANGSTROEM)
1 C -0.44 -1.93 -0.77
2 C -0.15 -0.63 -0.62
3 C -3.77 0.33 0.07
4 C 0.42 0.11 0.62
5 N -0.39 -3.96 0.46
6 N -0.35 -2.96 -0.08
7 O -3.70 0.65 1.17
8 O -3.80 0.00 -1.04
9 O -0.32 0.27 -1.61
10 H 0.11 1.27 0.53
11 H -0.12 -0.34 1.41
12 H 1.47 0.12 0.57
13 H -1.10 0.08 -2.09

---

No. 3
ORCA calculation (ωB97M-V/def2-TZVPD) on CaH10N2O11 as an isolated structure in a non-equilibrium geometry.

As for the HOMO-LUMO gap: 7.600 eV. The lowest unoccupied orbital energy is -0.764 eV. The value obtained for the total energy is -1620.66232 a.u.

CARTESIAN COORDINATES (ANGSTROEM)
1 Ca -0.13 -0.18 0.05
2 N -0.23 3.43 -0.70
3 O -0.94 3.84 -1.63
4 O -0.60 2.37 -0.17
5 O 0.79 3.97 -0.24
6 N 0.71 -2.92 -0.79
7 O 1.64 -2.19 -1.15
8 O -0.38 -2.57 -0.40
9 O 0.91 -4.15 -0.86
10 O -0.71 0.65 2.29
11 H -0.35 1.45 2.67
12 H -1.64 0.66 2.53
13 O -0.05 -0.02 -2.21
14 H -0.35 -0.71 -2.80
15 H 0.16 0.72 -2.78
16 O -2.50 -0.38 0.03
17 H -3.18 -0.62 0.66
18 H -2.95 -0.31 -0.80
19 O 0.80 -1.56 1.85
20 H 0.03 -2.04 2.14
21 H 1.42 -1.63 2.58
22 O 2.14 0.62 -0.10
23 H 2.69 0.88 -0.84
24 H 2.73 0.68 0.66

---

No. 4
ORCA calculation (ωB97M-V/def2-TZVPD) on a 2-piece molecular cluster, C4H7NO2 overall in a non-equilibrium geometry.

The spin multiplicity is 3. As for the HOMO-LUMO gap (spin up / spin down): 9.007 / 6.936 eV. The lowest unoccupied orbital energy (spin up / spin down) is 0.810 / -2.423 eV. The value obtained for the total energy is -361.55182 a.u.

CARTESIAN COORDINATES (ANGSTROEM)
1 C -0.91 -1.20 -0.05
2 C -1.53 -0.17 0.87
3 C -0.84 0.20 -0.39
4 C -0.33 1.19 -1.10
5 N 2.32 0.12 -0.49
6 O 2.10 0.35 0.95
7 O 1.91 -0.91 -0.85
8 H 0.12 -1.70 0.30
9 H -1.49 -2.05 -0.64
10 H -2.64 0.17 1.02
11 H -1.03 -0.13 1.83
12 H -0.71 2.19 -0.72
13 H 0.23 1.03 -1.97
14 H 2.80 0.92 1.23

---

No. 5
ORCA calculation (ωB97M-V/def2-TZVPD) on a 6-piece molecular cluster, C22H34O19S overall in a non-equilibrium geometry.

The spin multiplicity is 2. As for the HOMO-LUMO gap (spin up / spin down): 8.425 / 1.721 eV. Its charge is +1. The lowest unoccupied orbital energy (spin up / spin down) is -3.599 / -10.303 eV. The value obtained for the total energy is -2686.00994 a.u.

CARTESIAN COORDINATES (ANGSTROEM)
1 C -4.99 -0.29 -0.56
2 C -4.58 -1.49 -1.31
3 C -3.23 -1.41 -1.96
4 O -2.52 -2.38 -1.26
5 C -3.25 -2.97 -0.28
6 O -2.96 -3.86 0.51
7 O -4.48 -2.49 -0.31
8 H -5.51 0.41 -1.22
9 H -4.10 0.22 -0.20
10 H -5.62 -0.58 0.28
11 H -5.34 -1.90 -1.98
12 H -2.82 -0.41 -2.14
13 H -3.39 -1.75 -2.99
14 C -1.75 -0.27 -6.68
15 C -1.24 -1.55 -5.99
16 C -0.11 -2.22 -6.72
17 O 0.98 -2.30 -5.78
18 C 0.62 -1.71 -4.67
19 O 1.34 -1.68 -3.73
20 O -0.60 -1.13 -4.76
21 H -0.98 0.33 -7.17
22 H -2.36 0.37 -6.04
23 H -2.34 -0.62 -7.53
24 H -2.05 -2.25 -5.77
25 H 0.32 -1.68 -7.56
26 H -0.35 -3.18 -7.17
27 C 4.17 -2.42 -3.00
28 C 4.65 -1.03 -3.45
29 C 3.84 0.22 -2.98
30 O 4.87 1.05 -2.40
31 C 6.07 0.34 -2.35
32 O 7.10 0.78 -1.86
33 O 5.97 -0.77 -2.90
34 H 4.99 -3.13 -3.08
35 H 3.46 -2.82 -3.73
36 H 3.61 -2.40 -2.07
37 H 4.86 -1.05 -4.52
38 H 3.03 -0.08 -2.31
39 H 3.53 0.89 -3.79
40 C 2.93 0.44 6.97
41 C 1.52 -0.21 6.73
42 C 0.51 0.56 6.01
43 O 0.07 -0.22 4.93
44 C 0.86 -1.27 4.86
45 O 0.69 -2.12 4.02
46 O 1.73 -1.22 5.81
47 H 3.48 0.79 6.09
48 H 3.50 -0.33 7.48
49 H 2.86 1.24 7.71
50 H 1.06 -0.48 7.68
51 H 0.97 1.45 5.59
52 H -0.27 1.07 6.57
53 C 1.08 -0.85 0.04
54 C -0.27 -0.49 0.59
55 C -0.28 0.30 1.94
56 O -0.92 1.54 1.61
57 C -1.39 1.52 0.36
58 O -2.09 2.45 -0.06
59 O -1.02 0.37 -0.28
60 H 0.76 -1.39 -0.85
61 H 1.67 -1.56 0.62
62 H 1.58 0.01 -0.40
63 H -0.86 -1.39 0.73
64 H 0.72 0.31 2.37
65 H -0.98 -0.05 2.70
66 C -0.42 4.66 3.55
67 C -1.77 4.54 2.68
68 O -2.60 3.56 3.37
69 S -2.26 3.55 4.99
70 O -2.61 2.26 5.55
71 O -2.79 4.65 5.73
72 O -0.63 3.73 4.60
73 H -0.30 5.69 3.88
74 H 0.51 4.43 3.02
75 H -1.56 4.19 1.67
76 H -2.31 5.48 2.58

---

No. 6
ORCA calculation (ωB97M-V/def2-TZVPD) on a 2-piece molecular cluster, C6H8O2 overall in a non-equilibrium geometry.

As for the HOMO-LUMO gap (spin up / spin down): 7.518 / 7.518 eV. Its SMILES is C=C(C)C=O.C=C=O. The lowest unoccupied orbital energy (spin up / spin down) is -1.194 / -1.194 eV. The value obtained for the total energy is -383.71405 a.u.

CARTESIAN COORDINATES (ANGSTROEM)
1 C 1.28 -1.30 0.34
2 C 0.71 -0.17 -0.06
3 C 1.29 0.77 -1.06
4 C -0.06 0.82 1.35
5 O 0.02 2.01 1.29
6 H 0.96 -1.80 1.25
7 H 2.10 -1.73 -0.22
8 H 2.35 0.96 -0.86
9 H 0.86 1.77 -1.02
10 H 1.22 0.37 -2.07
11 H 0.20 0.27 2.28
12 C -2.26 -0.12 -0.68
13 C -1.63 -0.61 0.42
14 O -1.83 -1.59 1.12
15 H -2.04 0.87 -1.03
16 H -3.19 -0.53 -1.03

---

What is the formula in the sixth record? C6H8O2

---

Which formula does entry 2 have? C4H4N2O3